ORCA calculation (the ωB97M-V functional and the def2-TZVPD basis) on an isolated molecule of C5H8Br2 in a non-equilibrium geometry.

SMILES string: C/C(=C\CBr)CBr
ΔE to the lowest compared entry with this formula, charge and spin (eV): 0.8040
M (g mol⁻¹): 227.9
Kohn-Sham gap (eV): 10.06
2S+1: 1
LUMO level (eV): 0.73
HOMO (eV): -9.33
Charge: 0

```
15
Properties=species:S:1:pos:R:3:forces:R:3
Br -1.429 0.227 -3.369 0.3 -0.9 -0.7
C -0.163 -0.462 -2.020 1.0 1.9 -1.9
H 0.738 0.155 -2.221 -0.2 -0.8 -0.3
H 0.104 -1.504 -2.033 -0.5 -0.5 -0.4
C -0.086 0.009 0.414 0.3 -0.8 -0.6
H 1.820 -1.103 -0.174 -0.7 0.8 1.3
H 1.283 -1.465 1.551 -0.6 0.7 -1.0
C 1.290 -0.671 0.744 -0.6 -0.4 -1.0
C -0.698 0.689 1.638 0.6 -0.6 -1.6
H 1.853 0.136 1.199 0.6 0.1 -0.2
H -1.699 0.586 -0.805 0.9 -0.3 -0.2
H -0.714 0.113 2.539 0.8 -0.3 0.6
C -0.707 0.089 -0.823 -0.2 0.2 6.1
Br 0.127 2.435 1.948 -0.2 -0.3 0.1
H -1.719 0.766 1.411 -1.5 1.0 -0.3
```
Positions in Å, forces in eV/Å.